(1)
48
Properties=species:S:1:pos:R:3:forces:R:3 method="wB97M-V/def2-TZVPD" e_above_lowest_ev=0.540 e_lumo_ev=-9.3 total_energy_ha=-2264.839981 charge=+2 homo_energy_ev=-14.98 homo_lumo_gap_ev=5.6378
Bi -1.020 -0.360 2.373 -0.9 0.3 1.2
Cl -0.425 1.671 3.615 -0.2 -0.8 -0.4
S 0.896 -2.229 3.122 1.7 -0.2 -1.0
P -0.428 0.593 0.093 0.3 1.3 -2.7
O 1.023 -2.564 1.647 -0.6 1.1 1.2
C 0.024 4.657 0.274 0.2 0.3 0.1
C -4.193 -0.748 -0.863 0.2 0.0 0.2
C 1.507 -3.663 3.965 -0.5 -0.3 0.8
C 1.268 0.546 -2.047 -0.3 0.3 -0.5
C -1.589 -1.078 -1.845 0.0 0.2 0.1
C -1.672 2.862 -1.037 -0.2 -0.3 0.2
C -1.012 5.135 -0.539 -0.1 -0.4 -0.1
C -1.851 4.228 -1.205 0.3 0.5 0.2
C 2.468 0.301 -2.708 0.1 -0.2 0.4
C 2.172 -1.021 3.666 0.0 -0.3 0.0
C 0.226 3.296 0.439 -0.6 -0.3 -0.1
C 3.556 -0.240 -2.005 -0.5 0.0 0.1
C 1.144 0.212 -0.698 0.3 -0.4 0.5
C -3.126 -0.115 -0.220 0.2 -0.3 0.0
C -0.645 2.395 -0.209 0.0 -0.2 0.8
C 3.435 -0.549 -0.646 -0.2 0.1 -0.3
C -1.824 -0.242 -0.740 0.4 -0.6 0.1
C 2.226 -0.335 0.004 -0.4 0.2 -0.1
C -3.968 -1.505 -2.019 0.1 0.2 0.1
C -2.669 -1.664 -2.505 0.2 -0.1 -0.1
H 0.673 5.350 0.818 -0.3 -0.2 -0.3
H 1.740 -3.335 4.983 -0.1 -0.4 0.0
H -5.190 -0.663 -0.437 0.2 0.0 -0.2
H 4.264 -0.973 -0.096 0.1 0.0 -0.1
H -0.561 -1.273 -2.162 -0.5 0.1 -0.1
H -2.660 4.594 -1.838 0.2 -0.1 0.1
H -1.181 6.209 -0.636 0.1 -0.3 0.0
H 1.001 2.929 1.106 0.0 0.1 -0.1
H 0.716 -4.426 3.942 0.4 0.2 0.1
H -3.275 0.435 0.719 -0.3 0.2 -0.5
H 2.432 -1.121 4.735 -0.3 -0.2 -0.5
H 4.484 -0.438 -2.530 -0.1 0.1 0.1
H -4.801 -1.987 -2.533 0.2 0.2 0.2
H -2.477 -2.256 -3.405 -0.1 0.2 0.4
H 2.080 -0.605 1.048 0.3 0.1 -0.4
H 0.053 -5.176 -2.868 0.1 0.0 0.0
H 3.042 -1.298 3.056 -0.1 0.4 0.1
H 1.798 0.008 3.525 0.4 -0.5 -0.2
H -2.355 2.167 -1.527 0.2 0.2 0.1
H 2.411 -4.014 3.445 -0.3 0.3 -0.1
H 2.549 0.510 -3.769 0.0 0.1 0.1
H 0.415 0.989 -2.589 0.6 -0.2 0.3
H -0.685 -5.210 -2.900 -0.1 0.0 0.0

(2)
15
Properties=species:S:1:pos:R:3:forces:R:3 method="wB97M-V/def2-TZVPD" e_above_lowest_ev=0.870 e_lumo_ev="4.5 / 4.4" total_energy_ha=-229.724966 spin_multiplicity=2 charge=-1 homo_energy_ev="1.61 / -4.70" homo_lumo_gap_ev="2.9103 / 9.1356"
N 0.040 0.747 0.267 -0.2 0.9 -0.7
N 2.377 0.822 -0.141 0.4 0.5 0.0
C -1.568 -0.954 -0.640 0.4 -0.8 0.9
C -1.256 0.119 0.396 -0.4 -0.2 0.4
C 1.260 0.003 0.331 0.2 -0.9 0.3
H -0.663 -1.534 -0.872 -0.3 0.3 -0.4
H -1.410 -0.222 1.432 0.0 -0.5 -0.2
H 0.112 1.499 0.949 -0.2 0.1 0.1
H 2.000 1.726 -0.404 0.0 0.0 0.1
H -2.079 -0.546 -1.505 0.3 0.0 -0.3
H 1.204 -0.910 -0.256 -0.2 0.0 -0.2
H 2.798 0.466 -0.990 -0.2 -0.2 0.0
H -2.057 0.859 0.275 0.3 0.4 0.1
H 1.472 -0.363 1.349 0.1 0.2 0.0
H -2.229 -1.711 -0.191 -0.2 0.2 0.0

(3)
118
Properties=species:S:1:pos:R:3:forces:R:3 method="wB97M-V/def2-TZVPD" e_lumo_ev="-2.9 / -3.1" total_energy_ha=-9002.090629 spin_multiplicity=6 charge=+1 homo_energy_ev="-10.25 / -10.33" homo_lumo_gap_ev="7.3269 / 7.2295"
As -0.460 1.409 -2.131 -0.6 0.3 -1.2
As -1.231 -2.058 -2.957 -0.2 -0.2 0.1
Mn 0.774 0.485 0.048 0.6 -0.8 -0.5
P -0.306 2.046 1.650 -0.6 0.4 1.1
P 2.738 0.396 1.867 0.4 -0.4 0.7
F -1.464 -4.921 3.102 -0.1 0.0 0.0
F 1.713 -5.762 -0.265 0.0 -0.1 0.0
F 1.906 -3.138 -0.757 -0.1 0.0 -0.2
F -0.007 -6.702 1.644 0.0 0.0 0.1
F -1.326 -2.286 2.578 -0.1 0.0 0.1
O 0.285 -1.330 0.603 0.0 0.8 -0.2
O 2.381 -0.314 -1.411 -0.4 -0.1 0.0
N 1.543 -0.793 3.994 0.2 0.0 0.0
N -0.876 0.538 3.823 0.0 0.1 -0.1
C -2.835 -2.522 -1.931 0.1 -0.1 0.2
C -1.467 -5.345 -6.364 0.0 0.0 0.0
C 1.254 3.864 3.016 -0.1 -0.1 -0.1
C 0.577 1.410 -4.890 -0.1 0.0 0.0
C -1.889 5.954 -2.207 0.0 0.0 0.0
C 2.808 2.106 -5.458 0.0 0.0 0.0
C 2.138 1.991 -3.160 -0.2 0.0 0.0
C -0.709 -0.438 4.739 0.4 -0.2 0.0
C -2.058 0.811 -3.182 0.0 -0.2 0.1
C 4.807 -0.185 3.752 0.0 0.0 0.0
C -2.073 -0.546 -3.895 0.3 0.3 -0.2
C 0.099 -5.394 1.412 0.0 0.1 -0.1
C 1.554 1.662 -5.844 0.0 0.0 0.0
C -2.128 1.860 1.490 0.2 -0.1 -0.2
C -0.179 3.716 2.519 0.2 0.0 -0.4
C -2.599 -4.592 -6.079 0.0 0.0 0.0
C -2.559 -3.623 -5.089 0.0 0.1 -0.1
C 3.232 -1.352 1.582 -0.2 0.1 -0.2
C -0.288 -5.110 -5.674 0.0 -0.1 -0.1
C -1.384 -3.387 -4.381 0.2 0.1 0.0
C -1.628 -1.887 6.411 -0.1 0.2 -0.1
C 3.100 2.281 -4.112 0.0 0.1 0.0
C 0.253 -2.603 0.865 -0.1 -0.8 0.0
C 0.108 0.841 3.013 -0.1 -0.2 0.2
C 0.951 -4.920 0.430 -0.1 0.1 0.2
C -0.133 4.326 -2.440 0.0 -0.1 0.0
C -0.569 5.641 -2.497 0.0 0.1 0.0
C -0.653 -4.485 2.139 0.0 -0.1 0.0
C -0.249 -4.132 -4.691 0.0 0.1 0.1
C 1.023 -3.564 0.182 -0.1 0.4 0.0
C 3.941 2.131 3.781 0.0 0.0 -0.1
C -3.512 -3.732 -2.045 0.2 -0.1 0.0
C 5.302 1.365 1.828 0.0 0.0 0.0
C -1.789 -0.836 5.554 -0.1 0.0 0.2
C 4.264 0.946 2.875 -0.1 0.2 -0.2
C -1.016 3.299 -2.117 0.0 0.0 0.3
C -0.394 -2.570 6.496 0.2 -0.1 0.0
C -2.770 4.943 -1.856 -0.1 0.0 0.0
C 0.866 1.563 -3.541 0.2 0.1 0.1
C -5.111 -3.023 -0.390 0.0 0.0 0.0
C -0.461 4.785 1.459 0.0 -0.1 0.0
C 0.671 -2.201 5.724 0.0 -0.1 0.1
C -4.424 -1.826 -0.244 -0.1 0.0 0.0
C 0.531 -1.124 4.824 -0.4 0.2 -0.1
C -0.572 -3.136 1.870 0.1 0.3 -0.2
C -3.287 -1.592 -0.998 0.2 0.0 0.0
C -1.162 3.816 3.688 0.0 -0.1 -0.1
C 1.369 0.154 3.107 -0.1 0.0 -0.1
C -4.641 -3.980 -1.276 -0.1 0.0 0.0
C -2.336 3.626 -1.809 0.0 -0.2 0.1
H -3.150 -4.489 -2.729 -0.1 0.0 0.0
H -2.146 4.154 3.364 0.0 0.0 0.0
H 4.068 2.663 -3.816 0.0 -0.1 0.0
H 0.126 6.422 -2.776 0.0 0.0 0.0
H -0.784 4.543 4.408 0.0 0.1 0.0
H -2.707 -0.691 -0.838 0.0 0.2 0.1
H -1.514 -6.117 -7.122 0.0 0.0 0.0
H 3.154 -1.919 2.507 0.1 0.0 0.0
H 0.673 -3.942 -4.153 0.0 -0.1 0.0
H 2.584 -1.796 0.838 0.1 0.0 0.0
H 1.959 3.601 2.225 0.0 0.0 0.0
H -2.611 2.827 1.609 0.0 0.0 0.0
H -2.726 -0.303 5.466 0.0 0.0 0.0
H -1.278 2.864 4.206 0.0 0.0 0.1
H 6.169 1.804 2.325 0.0 0.0 0.0
H 5.577 0.225 4.409 0.0 0.0 0.0
H 4.255 -1.382 1.208 0.0 0.0 0.0
H -2.375 1.482 0.498 0.0 -0.1 0.0
H -1.554 -0.460 -4.851 0.0 -0.1 0.1
H -3.456 -3.055 -4.869 0.0 0.0 0.0
H -3.042 2.848 -1.542 0.0 0.1 0.0
H 2.029 -1.147 -1.765 0.1 0.0 0.1
H -0.517 5.766 1.937 0.0 0.0 0.0
H 4.827 2.384 4.365 0.0 0.0 0.0
H -2.176 1.611 -3.916 0.0 0.1 0.1
H -4.771 -1.087 0.468 0.0 0.0 0.0
H -0.301 -3.402 7.181 0.0 0.0 0.0
H -2.455 -2.213 7.026 0.0 0.0 0.0
H 1.434 3.229 3.883 0.0 0.0 0.0
H -2.227 6.980 -2.256 0.0 0.0 0.0
H 1.446 4.898 3.310 0.0 0.0 0.0
H -3.102 -0.827 -4.124 0.0 0.1 0.1
H 2.352 2.106 -2.103 0.1 0.1 -0.1
H 3.146 1.879 4.485 0.0 0.1 0.0
H 3.658 3.013 3.212 0.0 0.0 0.0
H -3.520 -4.766 -6.619 0.0 0.0 0.0
H -1.403 4.613 0.933 0.0 0.0 0.0
H 1.615 -2.727 5.765 0.0 0.0 0.0
H -5.161 -4.925 -1.368 0.0 0.0 0.0
H 3.562 2.321 -6.204 0.0 0.0 0.0
H 0.900 4.103 -2.670 0.0 0.0 -0.1
H 3.322 -0.450 -1.256 0.0 -0.1 0.1
H 4.023 -0.605 4.380 0.0 -0.1 0.0
H -2.490 1.175 2.254 0.0 0.0 0.0
H -5.995 -3.214 0.203 0.0 0.0 0.0
H 0.596 -5.693 -5.896 0.0 0.0 0.0
H 5.650 0.512 1.242 0.0 0.0 0.0
H 5.271 -0.980 3.174 0.0 0.0 0.0
H -0.413 1.115 -5.212 0.1 0.0 0.0
H -2.914 0.874 -2.510 0.1 0.1 0.1
H 1.325 1.523 -6.893 0.0 0.0 0.0
H 0.337 4.814 0.714 0.0 0.0 0.0
H 4.893 2.109 1.141 0.0 0.1 0.0
H -3.801 5.178 -1.626 0.0 0.0 0.0